A cluster of 2 separate species, C4H7NO2 in total. Source: OMol25; level of theory: the ωB97M-V functional and the def2-TZVPD basis.

The calculated total energy is -361.63801 hartree. The calculation puts the largest force on an atom at 4.97 eV/A. Its energy above the lowest of the compared OMol25 structures with the same formula, charge and spin is 6.6082 eV. The multiplicity is 1.

```
14
C4H7NO2 the ωB97M-V functional and the def2-TZVPD basis
O 2.08 0.55 0.05
C 1.72 1.06 1.14
N 0.54 1.32 1.60
C -0.52 -0.75 0.33
C -0.17 -0.07 -0.85
C -1.38 -1.29 -1.05
O -2.45 -0.90 -1.44
H 2.60 1.48 1.70
H 0.56 2.00 2.35
H 0.14 -1.49 0.78
H -1.16 -0.25 1.05
H 0.81 -0.35 -1.26
H -0.44 0.98 -0.81
H -0.99 -2.18 -1.55
```

Charges computed using Löwdin, reported in e: atom 1 (O): -0.11, atom 2 (C): -0.54, atom 3 (N): 0.01, atom 4 (C): -0.05, atom 5 (C): 0.00, atom 6 (C): -0.24, atom 7 (O): 0.15, atom 8 (H): 0.11, atom 9 (H): 0.02, atom 10 (H): 0.14, atom 11 (H): 0.11, atom 12 (H): 0.13, atom 13 (H): 0.13, atom 14 (H): 0.14

---

An isolated molecule of C6H10O. Source: OMol25; level of theory: the ωB97M-V functional and the def2-TZVPD basis.

The calculated total energy is -309.67590 hartree. The calculation puts the largest force on an atom at 2.25 eV/A. Its energy above the lowest of the compared OMol25 structures with the same formula, charge and spin is 4.5299 eV. The multiplicity is 1.

```
17
C6H10O the ωB97M-V functional and the def2-TZVPD basis
C 0.36 1.30 1.42
C -0.05 -0.03 0.78
C -1.48 -0.05 0.17
C -1.52 -0.94 -1.08
C -0.14 -1.23 -1.29
C 0.88 -0.54 -0.37
O 1.61 0.47 -1.04
H 0.38 2.11 0.68
H -0.35 1.59 2.20
H 1.36 1.26 1.87
H -0.02 -0.80 1.57
H -1.80 0.97 -0.13
H -2.23 -0.36 0.91
H 0.25 -1.39 -2.44
H 0.16 -2.25 -1.83
H 1.64 -1.23 0.01
H 0.98 1.09 -1.42
```

Charges computed using Löwdin, reported in e: atom 1 (C): -0.07, atom 2 (C): -0.32, atom 3 (C): -0.21, atom 4 (C): 0.03, atom 5 (C): -0.22, atom 6 (C): -0.35, atom 7 (O): -0.04, atom 8 (H): 0.07, atom 9 (H): 0.08, atom 10 (H): 0.08, atom 11 (H): 0.14, atom 12 (H): 0.12, atom 13 (H): 0.11, atom 14 (H): 0.18, atom 15 (H): 0.17, atom 16 (H): 0.14, atom 17 (H): 0.10

---

A structure of composition C4H7O2Tl. Source: OMol25; level of theory: the ωB97M-V functional and the def2-TZVPD basis.

The calculated total energy is -479.07895 hartree. The charge is +1. The calculation puts the largest force on an atom at 8.84 eV/A. The expectation value of S² is 0.784. Its energy above the lowest of the compared OMol25 structures with the same formula, charge and spin is 3.1611 eV. The multiplicity is 2.

```
14
C4H7O2Tl the ωB97M-V functional and the def2-TZVPD basis
O 1.68 -1.05 0.65
C 0.63 -1.27 1.35
C -0.68 -1.02 0.93
H -1.41 -0.81 1.71
H 0.81 -1.23 2.44
H -0.99 -1.52 0.00
Tl 2.80 0.38 0.14
C -0.26 0.94 -1.46
C -0.26 1.12 -0.07
O -0.53 -0.25 -2.10
H 0.21 1.67 -2.13
H -0.65 2.13 0.12
H 0.06 1.13 0.97
H -1.39 -0.22 -2.55
```

Charges computed using Löwdin, reported in e: atom 1 (O): -0.42, atom 2 (C): -0.27, atom 3 (C): 0.09, atom 4 (H): 0.10, atom 5 (H): 0.15, atom 6 (H): 0.10, atom 7 (Tl): 0.99, atom 8 (C): -0.17, atom 9 (C): -0.04, atom 10 (O): 0.00, atom 11 (H): 0.14, atom 12 (H): 0.10, atom 13 (H): 0.08, atom 14 (H): 0.14

---

An isolated molecule of C9H19NO2. Source: OMol25; level of theory: the ωB97M-V functional and the def2-TZVPD basis.

The calculated total energy is -559.48982 hartree. The SMILES is OC[C@@H](O)CNC1CCCCC1. The calculation puts the largest force on an atom at 3.55 eV/A. Its energy above the lowest of the compared OMol25 structures with the same formula, charge and spin is 2.7635 eV. The multiplicity is 1.

```
31
C9H19NO2 the ωB97M-V functional and the def2-TZVPD basis
O -2.86 0.77 -0.90
C -3.55 -0.12 -0.07
C -3.00 -1.46 -0.13
O -3.08 -2.03 -1.43
C -1.51 -1.43 0.44
N -0.62 -0.76 -0.49
C 0.62 -0.33 0.19
C 0.64 1.21 0.34
C 1.90 1.87 0.97
C 3.10 1.59 0.17
C 3.10 0.03 0.02
C 1.87 -0.66 -0.64
H -1.91 0.59 -0.77
H -3.47 0.20 1.02
H -4.52 -0.23 -0.57
H -3.54 -2.09 0.63
H -3.08 -1.23 -2.01
H -1.49 -0.84 1.40
H -1.17 -2.39 0.62
H -0.37 -1.42 -1.28
H 0.69 -0.65 1.35
H -0.20 1.65 0.98
H 0.65 1.74 -0.62
H 2.07 1.53 1.95
H 1.73 3.04 0.90
H 3.00 2.03 -0.82
H 3.96 2.05 0.58
H 4.08 -0.27 -0.36
H 3.14 -0.27 1.02
H 2.06 -1.74 -0.89
H 1.76 -0.36 -1.61
```

Charges computed using Löwdin, reported in e: atom 1 (O): -0.07, atom 2 (C): -0.27, atom 3 (C): -0.38, atom 4 (O): -0.02, atom 5 (C): -0.16, atom 6 (N): -0.05, atom 7 (C): -0.34, atom 8 (C): -0.17, atom 9 (C): -0.25, atom 10 (C): -0.22, atom 11 (C): -0.16, atom 12 (C): -0.14, atom 13 (H): 0.05, atom 14 (H): 0.14, atom 15 (H): 0.14, atom 16 (H): 0.16, atom 17 (H): 0.10, atom 18 (H): 0.14, atom 19 (H): 0.09, atom 20 (H): 0.15, atom 21 (H): 0.18, atom 22 (H): 0.13, atom 23 (H): 0.12, atom 24 (H): 0.09, atom 25 (H): 0.15, atom 26 (H): 0.11, atom 27 (H): 0.10, atom 28 (H): 0.10, atom 29 (H): 0.08, atom 30 (H): 0.13, atom 31 (H): 0.08

---

A cluster of 2 separate species, C18H28Cl2N3O4 in total. Source: OMol25; level of theory: the ωB97M-V functional and the def2-TZVPD basis.

The calculated total energy is -2087.99160 hartree. The charge is -1. The calculation puts the largest force on an atom at 4.98 eV/A. The multiplicity is 1.

```
55
C18H28Cl2N3O4 the ωB97M-V functional and the def2-TZVPD basis
C 0.02 -1.53 5.48
C 0.51 -1.76 3.98
C -0.64 -2.37 3.01
C -0.22 -2.29 1.47
N -0.35 -0.90 0.89
N -0.94 -0.03 1.74
C -1.02 1.21 1.13
C -1.76 2.31 2.05
Cl -0.99 2.81 3.61
C -2.97 2.87 1.59
C -3.69 2.47 0.22
Cl -3.82 4.17 2.58
C -0.55 1.70 -0.22
C 0.12 0.61 -1.12
C 0.69 0.90 -2.57
C 2.28 1.08 -2.40
C 2.54 2.27 -1.38
O 2.99 1.18 -3.67
C 0.13 -0.72 -0.41
C 0.74 -1.97 -1.20
C -0.43 -2.97 -1.76
C -0.17 -3.22 -3.34
N -0.87 -4.41 -3.87
H -0.58 -2.39 5.93
H -0.51 -0.52 5.53
H 0.97 -1.42 6.12
H 0.93 -0.83 3.46
H 1.35 -2.54 4.00
H -0.66 -3.50 3.27
H -1.68 -1.98 3.25
H 0.88 -2.63 1.43
H -0.91 -3.03 0.91
H -4.82 2.50 0.40
H -3.44 3.24 -0.58
H -3.40 1.41 -0.11
H -0.68 2.78 -0.52
H 0.41 0.09 -3.34
H 0.23 1.87 -2.96
H 2.67 0.12 -1.90
H 3.63 2.65 -1.36
H 1.83 3.17 -1.55
H 2.32 1.92 -0.30
H 3.77 0.59 -3.55
H 1.30 -1.64 -2.15
H 1.52 -2.55 -0.59
H -1.47 -2.59 -1.51
H -0.24 -3.99 -1.26
H 0.97 -3.34 -3.44
H -0.43 -2.25 -3.87
H -1.88 -4.27 -3.96
H -0.64 -5.26 -3.34
C 1.72 5.79 -0.98
O 1.26 6.83 -1.47
O 1.03 4.90 -0.39
O 2.94 5.45 -0.99
```

Charges computed using Löwdin, reported in e: atom 1 (C): -0.13, atom 2 (C): -0.26, atom 3 (C): -0.21, atom 4 (C): -0.14, atom 5 (N): -0.12, atom 6 (N): 0.11, atom 7 (C): -0.23, atom 8 (C): -0.57, atom 9 (Cl): 0.56, atom 10 (C): -0.62, atom 11 (C): -0.12, atom 12 (Cl): 0.52, atom 13 (C): 0.06, atom 14 (C): -0.09, atom 15 (C): -0.11, atom 16 (C): -0.40, atom 17 (C): -0.06, atom 18 (O): -0.07, atom 19 (C): -0.10, atom 20 (C): -0.14, atom 21 (C): -0.19, atom 22 (C): -0.29, atom 23 (N): -0.04, atom 24 (H): 0.07, atom 25 (H): 0.07, atom 26 (H): 0.07, atom 27 (H): 0.10, atom 28 (H): 0.10, atom 29 (H): 0.11, atom 30 (H): 0.11, atom 31 (H): 0.13, atom 32 (H): 0.12, atom 33 (H): 0.07, atom 34 (H): 0.09, atom 35 (H): 0.08, atom 36 (H): 0.12, atom 37 (H): 0.11, atom 38 (H): 0.13, atom 39 (H): 0.13, atom 40 (H): 0.10, atom 41 (H): 0.07, atom 42 (H): 0.09, atom 43 (H): 0.09, atom 44 (H): 0.09, atom 45 (H): 0.11, atom 46 (H): 0.11, atom 47 (H): 0.10, atom 48 (H): 0.12, atom 49 (H): 0.11, atom 50 (H): 0.06, atom 51 (H): 0.06, atom 52 (C): -1.02, atom 53 (O): -0.02, atom 54 (O): -0.03, atom 55 (O): -0.02